1.
{
  "formula": "CH12F3NaO9S",
  "method": "ωB97M-V with the def2-TZVPD basis set",
  "species": ["Na", "C", "F", "F", "F", "S", "O", "O", "O", "O", "H", "H", "O", "H", "H", "O", "H", "H", "O", "H", "H", "O", "H", "H", "O", "H", "H"],
  "xyz": [[-0.85, 0.20, -0.30], [0.83, -2.46, 2.98], [1.88, -2.77, 3.74], [1.12, -2.86, 1.72], [-0.22, -3.16, 3.39], [0.46, -0.66, 3.07], [-0.48, -0.42, 1.98], [-0.11, -0.57, 4.39], [1.75, -0.02, 2.89], [-2.27, 0.51, -2.33], [-2.18, 0.89, -3.21], [-3.22, 0.47, -2.17], [-2.98, 1.69, 0.49], [-3.35, 1.45, 1.34], [-3.19, 2.62, 0.37], [0.07, 3.01, -2.86], [0.12, 2.10, -2.53], [0.38, 2.96, -3.77], [1.01, -1.96, -0.88], [1.86, -2.17, -0.48], [0.86, -2.63, -1.56], [1.32, 1.25, 0.41], [1.67, 1.15, 1.32], [2.05, 1.58, -0.13], [0.87, 0.21, -2.64], [0.98, -0.52, -1.99], [1.62, 0.11, -3.23]],
  "lowdin_charge": [0.4986, -0.6685, 0.1374, 0.0909, 0.1352, 0.4961, -0.3419, -0.2845, -0.3197, -0.0390, 0.0590, 0.0583, -0.0316, 0.0615, 0.0568, -0.0653, -0.0158, 0.0321, -0.0249, 0.0746, 0.0759, -0.0620, 0.0235, 0.0510, -0.0605, 0.0009, 0.0623],
  "e_tot_ha": -1582.6549,
  "e_homo_ev": -9.30,
  "gap_ev": 8.777,
  "de_lowest_kj_mol": 0.00,
  "lumo_ev": -0.52,
  "mol_weight_g_mol": 280.15,
  "total_charge": 0
}

2.
{
  "formula": "CH12FeO9",
  "method": "ωB97M-V with the def2-TZVPD basis set",
  "species": ["Fe", "C", "O", "O", "O", "O", "H", "H", "O", "H", "H", "O", "H", "H", "O", "H", "H", "O", "H", "H", "O", "H", "H"],
  "xyz": [[0.19, -0.31, 0.27], [0.87, 2.30, -1.10], [1.47, 1.80, -2.13], [-0.03, 1.47, -0.57], [1.19, 3.40, -0.59], [-1.90, -0.70, 0.53], [-2.33, -1.41, 1.01], [-2.61, -0.06, 0.32], [-2.85, 1.43, -0.79], [-3.06, 1.72, -1.68], [-1.88, 1.57, -0.71], [0.16, -2.35, 1.17], [-0.35, -2.38, 1.98], [0.79, -3.08, 1.24], [0.05, -1.49, -1.58], [0.02, -1.06, -2.45], [0.19, -2.42, -1.76], [2.25, -0.41, -0.10], [2.67, 0.28, -0.65], [2.94, -0.71, 0.50], [0.70, 0.54, 2.08], [1.49, 1.05, 2.28], [0.04, 0.83, 2.73]],
  "lowdin_charge": [0.7443, -0.9070, -0.1496, -0.2335, -0.0684, -0.0617, 0.0724, 0.0592, -0.0754, 0.0530, 0.0134, -0.0346, 0.0800, 0.0927, -0.0387, 0.0974, 0.0737, -0.0497, 0.0949, 0.0807, -0.0379, 0.0995, 0.0952],
  "e_tot_ha": -1986.1811,
  "e_homo_ev": [-5.95, -5.93],
  "spin_multiplicity": 5,
  "s2": 6.01,
  "gap_ev": [4.875, 4.850],
  "lumo_ev": [-1.08, -1.08],
  "mol_weight_g_mol": 223.94,
  "total_charge": 0
}

3.
{
  "formula": "CH12N2O3",
  "method": "ωB97M-V with the def2-TZVPD basis set",
  "species": ["N", "C", "N", "H", "H", "H", "H", "H", "H", "O", "H", "H", "O", "H", "H", "O", "H", "H"],
  "xyz": [[-0.50, 0.68, -1.16], [-0.68, 1.05, 0.19], [0.47, 0.81, 1.12], [0.02, -0.18, -1.25], [0.07, 1.40, -1.54], [-1.65, 0.66, 0.48], [-0.90, 2.18, 0.11], [1.01, 1.69, 1.25], [0.38, 0.58, 2.10], [0.90, -2.54, -1.35], [1.15, -3.44, -1.42], [0.55, -2.50, -0.41], [-3.09, 1.21, -2.44], [-2.19, 1.14, -2.20], [-3.02, 0.44, -3.05], [2.68, -0.98, 2.86], [3.01, -0.85, 3.71], [1.79, -1.35, 3.01]],
  "lowdin_charge": [-0.0099, -0.3741, 0.0003, 0.0618, 0.0682, 0.1027, 0.1313, 0.0699, 0.0417, -0.0620, 0.0035, 0.0650, -0.0800, -0.0635, 0.0514, -0.0471, -0.0056, 0.0462],
  "e_tot_ha": -380.4825,
  "e_homo_ev": -9.63,
  "gap_ev": 10.071,
  "smiles": "NCN.O.O.O",
  "de_lowest_kj_mol": 126.01,
  "lumo_ev": 0.44,
  "mol_weight_g_mol": 100.12,
  "total_charge": 0
}

4.
{
  "formula": "CH12N2O4",
  "method": "ωB97M-V with the def2-TZVPD basis set",
  "species": ["H", "N", "C", "N", "H", "H", "H", "O", "H", "H", "O", "H", "H", "O", "H", "H", "O", "H", "H"],
  "xyz": [[-0.34, -2.55, 2.83], [-0.40, -1.88, 2.05], [0.32, -0.93, 2.54], [1.08, -0.08, 1.77], [0.55, -0.66, 3.61], [1.57, -0.51, 1.00], [0.75, 0.87, 1.85], [-1.24, 2.14, -1.51], [-0.73, 2.24, -2.29], [-1.50, 1.24, -1.60], [1.33, -1.54, -2.88], [0.64, -1.51, -2.24], [1.47, -2.48, -3.09], [-1.51, -0.86, -1.18], [-1.09, -1.00, -0.26], [-1.91, -1.71, -1.35], [0.54, 2.69, 0.50], [1.08, 3.39, 0.20], [-0.11, 2.58, -0.18]],
  "lowdin_charge": [0.0434, 0.0581, -0.4004, 0.0636, 0.1250, 0.0869, 0.0546, -0.0127, 0.0491, -0.0008, -0.0552, -0.0245, 0.0475, -0.0753, 0.0595, 0.0358, -0.0433, 0.0168, -0.0282],
  "e_tot_ha": -455.7366,
  "e_homo_ev": -9.50,
  "gap_ev": 10.116,
  "smiles": "[H]/N=C/N.O.O.O.O",
  "de_lowest_kj_mol": 155.95,
  "lumo_ev": 0.61,
  "mol_weight_g_mol": 116.12,
  "total_charge": 0
}

5.
{
  "formula": "CH12NO3",
  "method": "ωB97M-V with the def2-TZVPD basis set",
  "species": ["C", "N", "H", "H", "H", "H", "H", "H", "H", "H", "O", "H", "H", "O", "H", "H", "O"],
  "xyz": [[0.40, -0.37, -0.98], [-0.79, -1.15, -0.32], [0.36, -0.50, -2.01], [1.35, -0.59, -0.62], [0.24, 0.79, -0.80], [-0.49, -2.07, -0.15], [-1.17, -0.54, 0.51], [-1.59, -1.23, -1.09], [1.25, -3.51, 1.03], [2.29, -2.58, 1.70], [1.73, -2.66, 0.88], [-1.90, 1.87, 0.79], [-2.03, 1.55, 2.26], [-1.80, 1.12, 1.42], [0.91, 3.52, -1.64], [0.66, 3.42, -0.04], [0.59, 2.91, -0.92]],
  "lowdin_charge": [0.0076, 0.1513, 0.0767, 0.0593, 0.0968, 0.0992, 0.1539, 0.2312, 0.1093, 0.1392, 0.0975, 0.0847, 0.1021, -0.0129, 0.1706, 0.1829, 0.2506],
  "e_tot_ha": -324.9382,
  "e_homo_ev": [-20.25, -18.36],
  "spin_multiplicity": 2,
  "s2": 0.76,
  "gap_ev": [13.100, 2.472],
  "de_lowest_kj_mol": 106.74,
  "lumo_ev": [-7.15, -15.89],
  "mol_weight_g_mol": 86.11,
  "total_charge": 2
}

6.
{
  "formula": "CH12O4",
  "method": "ωB97M-V with the def2-TZVPD basis set",
  "species": ["C", "H", "H", "H", "H", "H", "H", "O", "H", "H", "O", "H", "H", "O", "H", "H", "O"],
  "xyz": [[2.19, 0.73, 0.14], [2.67, 0.29, 1.00], [1.31, 0.16, -0.18], [1.92, 1.76, 0.39], [2.87, 0.74, -0.72], [0.12, -0.48, 2.16], [-0.52, -1.33, 1.02], [-0.73, -0.76, 1.78], [-1.43, 0.59, -0.89], [-0.57, 0.88, -2.13], [-1.07, 0.18, -1.69], [-0.48, -1.40, -1.10], [-0.68, -2.88, -0.72], [-0.17, -2.10, -0.49], [-1.59, 0.52, 0.85], [-1.90, 1.99, 0.46], [-1.94, 1.09, 0.12]],
  "lowdin_charge": [-0.0379, 0.0197, -0.0119, 0.0196, 0.0215, 0.0585, -0.0003, -0.0697, -0.1615, 0.0492, -0.0847, 0.0055, 0.0651, -0.0658, 0.0541, 0.1034, 0.0351],
  "e_tot_ha": -346.2400,
  "e_homo_ev": -10.69,
  "gap_ev": 11.297,
  "de_lowest_kj_mol": 63.34,
  "lumo_ev": 0.61,
  "mol_weight_g_mol": 88.10,
  "total_charge": 0
}